DFT (ωB97M-V/def2-TZVPD) results for C22H51IrN4OP2 as an isolated structure in a non-equilibrium geometry.

## Properties
**Total energy**: -53045.1220 eV
**Gap between HOMO and LUMO (spin up / spin down)**: 5.205 / 5.379 eV
**<S²>**: 6.03
**Net charge**: +2
**2S+1**: 5
**E_HOMO (spin up / spin down)**: -9.616 / -14.630 eV

Each line ends with the Löwdin spin population.
Atoms and positions in Å:
Ir  0.4336  0.0185  -1.3214  1.10
P  0.1890  -2.2254  -1.6627  0.08
P  0.1579  2.3189  -1.3931  0.10
N  0.0532  0.1092  -3.3345  0.50
C  0.3064  -2.3589  -3.4639  0.02
H  1.0783  -3.0713  -3.7411  0.00
H  -0.6106  -2.7949  -3.8166  0.00
C  0.4466  -1.0436  -4.1446  0.05
H  1.4824  -0.9511  -4.5595  0.01
H  -0.1787  -0.9805  -5.0538  0.01
C  0.4165  1.4018  -3.9965  0.04
H  -0.1970  1.4431  -4.9165  0.01
H  1.4668  1.3689  -4.4104  0.01
C  0.2845  2.6421  -3.1742  0.02
H  -0.6174  3.1405  -3.4900  0.00
H  1.0847  3.3567  -3.3606  0.00
C  1.5012  3.3161  -0.6406  0.01
C  1.7674  3.0659  0.8472  0.01
H  2.7635  3.4632  1.0881  0.00
H  1.7704  2.0096  1.1311  0.00
H  1.0586  3.5878  1.4991  0.00
C  -1.4379  3.0306  -0.6950  0.02
C  -1.4362  3.1308  0.8306  0.00
H  -2.4613  3.1329  1.2190  0.00
H  -0.9702  4.0561  1.1871  0.00
H  -0.9327  2.2833  1.3080  0.00
C  -1.4008  -2.9908  -1.0317  0.02
C  -1.4313  -3.2557  0.4646  0.01
H  -2.4591  -3.3378  0.8466  0.00
H  -0.9541  -2.4410  1.0152  0.00
H  -0.9274  -4.1892  0.7301  0.00
C  1.5305  -3.3243  -1.0604  0.01
C  1.8866  -3.2898  0.4216  0.01
H  2.7300  -3.9662  0.6166  0.00
H  1.0734  -3.6254  1.0627  0.00
H  2.1933  -2.3036  0.7655  0.00
C  2.1533  -0.0259  -0.6449  0.38
O  3.2648  0.0067  -0.3501  0.26
C  -1.9253  4.3302  -1.3552  0.00
H  -1.2344  5.1712  -1.1770  0.00
H  -2.0720  4.1981  -2.4367  0.00
H  -2.9021  4.5942  -0.9189  0.00
C  -1.9161  -4.2158  -1.8099  0.01
H  -2.9073  -4.5236  -1.4275  0.00
H  -2.0281  -3.9927  -2.8800  0.00
H  -1.2447  -5.0832  -1.7049  0.00
C  1.4492  -4.7956  -1.5100  0.00
H  2.4287  -5.2717  -1.3248  0.00
H  0.7099  -5.3517  -0.9150  0.00
H  1.2132  -4.9159  -2.5754  0.00
C  1.4518  4.8352  -0.8974  0.00
H  0.7101  5.3396  -0.2539  0.00
H  2.4465  5.2347  -0.6320  0.00
H  1.2556  5.0778  -1.9514  0.00
H  2.3579  2.9029  -1.1939  0.00
H  2.3815  -2.8715  -1.5802  0.00
H  -2.1038  2.2090  -1.0008  0.01
H  -2.0748  -2.1503  -1.2460  0.01
H  -0.7468  -0.2046  -2.5443  0.06
H  -0.8771  0.2541  -0.4146  0.15
C  2.0725  -0.1824  3.4357  0.00
N  0.6917  -0.0172  3.8972  0.04
C  0.5000  -0.2268  5.3036  0.01
C  -0.3223  -0.2284  2.9776  0.04
N  -0.0443  -0.6257  1.7478  0.62
N  -1.6290  0.0246  3.3059  0.22
C  -2.0903  0.5528  4.5945  0.02
C  -2.6766  -0.0918  2.2929  0.02
H  2.7808  0.0863  4.2343  0.00
H  2.2168  0.5092  2.5945  0.00
H  2.2982  -1.1985  3.0485  0.00
H  0.1574  0.6779  5.7800  0.00
H  -0.1958  -1.0119  5.5736  0.00
H  1.4166  -0.4700  5.8201  0.00
H  0.9091  -0.6527  1.4673  0.04
H  -3.1628  0.7576  4.4322  0.00
H  -2.0416  -0.3212  5.2658  0.01
H  -1.5419  1.4371  5.0009  0.01
H  -2.5064  0.5307  1.3861  0.01
H  -2.6688  -1.1486  1.9879  0.01
H  -3.6141  0.1213  2.8316  0.00

=====

DFT (ωB97M-V/def2-TZVPD) results for C16H30BrN2ORuSSi as an isolated structure in a non-equilibrium geometry.

## Properties
**Total energy**: -113439.6282 eV
**Gap between HOMO and LUMO**: 8.109 eV
**Net charge**: +1
**2S+1**: 1
**Energy above the lowest of the compared OMol25 structures with the same formula, charge and spin**: 0.3105 eV
**E_HOMO**: -10.317 eV

Each line ends with the natural charge from an NBO analysis.
Atoms and positions in Å:
Ru  -0.2270  -0.0966  -0.1072  0.40
C  -0.0462  -0.5573  -3.0389  -0.24
C  -0.3292  -1.8890  -2.3804  -0.25
N  -1.0777  -1.6857  -1.1168  -0.51
C  -2.5494  -1.6250  -1.2409  -0.24
C  -3.0747  -0.3030  -1.7861  -0.54
S  -2.3378  1.1467  -0.9612  0.30
C  -1.4762  2.0090  -2.3178  -0.54
C  0.0390  1.7984  -2.3313  -0.24
N  0.4220  0.4064  -2.0072  -0.52
H  -0.9373  -0.1423  -3.5028  0.20
H  0.6922  -0.6714  -3.8342  0.23
H  0.6139  -2.3596  -2.1027  0.24
H  -0.8586  -2.5659  -3.0559  0.22
H  -0.8446  -2.4837  -0.5254  0.43
H  -2.9554  -1.7921  -0.2427  0.22
H  -2.9008  -2.4422  -1.8787  0.22
H  -4.1490  -0.2583  -1.6121  0.25
H  -2.9318  -0.2089  -2.8610  0.23
H  -1.6751  3.0720  -2.1897  0.26
H  -1.9487  1.7254  -3.2574  0.23
H  0.5106  2.4309  -1.5832  0.23
H  0.4337  2.0834  -3.3122  0.22
H  1.4371  0.3716  -1.9625  0.41
Br  4.4799  -4.6722  1.2476  0.08
C  3.1842  -3.3577  0.8544  -0.12
C  1.9121  -3.4616  1.3852  -0.21
C  0.9690  -2.4808  1.0907  -0.34
C  1.2493  -1.3759  0.2708  -0.11
C  2.5549  -1.3232  -0.2427  -0.29
C  3.5131  -2.2873  0.0375  -0.22
H  1.6597  -4.2941  2.0285  0.23
H  -0.0149  -2.5854  1.5460  0.20
H  2.8708  -0.4880  -0.8647  0.18
H  4.5134  -2.2065  -0.3670  0.23
C  -0.6031  3.4610  0.6930  -0.24
O  0.0072  2.2008  0.9386  -0.91
H  -0.0583  3.9778  -0.0973  0.18
H  -0.5692  4.0844  1.5863  0.20
H  -1.6490  3.3436  0.4024  0.18
C  1.8534  0.7966  2.5425  -1.16
Si  0.1315  1.4754  2.4662  1.90
C  -0.1697  2.7062  3.8109  -1.16
C  -1.1856  0.1378  2.4610  -1.09
H  2.4691  1.4476  3.1692  0.25
H  2.3152  0.7623  1.5556  0.26
H  1.9013  -0.2135  2.9509  0.26
H  -0.0010  2.2276  4.7786  0.26
H  -1.1822  3.1128  3.8175  0.25
H  0.5381  3.5344  3.7331  0.26
H  -1.0267  -0.5549  3.2898  0.27
H  -1.3143  -0.5172  1.5653  0.20
H  -2.1771  0.5872  2.5584  0.26